Record 1
This record from OMol25 describes a structure of composition C13H26NO4P2Zr. The level of theory is the ωB97M-V functional and the def2-TZVPD basis.

Computed properties:
LUMO (spin up / spin down)   -11.616 / -11.654 eV
Total charge   +3
ΔE to the lowest compared entry with this formula, charge and spin   647.2 kJ/mol
M   413.5 g/mol
HOMO level (spin up / spin down)   -16.50 / -16.50 eV
Gap between HOMO and LUMO (spin up / spin down)   4.9 / 4.8 eV

Cartesian coordinates (Å):
Zr1 -0.107 -0.462 -0.135
P1 -1.394 -1.068 2.037
C1 -2.674 0.108 1.661
C2 -2.354 1.278 0.931
N1 -1.131 1.428 0.252
C3 -0.860 2.655 -0.265
C4 -1.718 3.705 -0.086
C5 -2.938 3.561 0.509
C6 -3.300 2.309 0.930
C7 0.372 2.979 -1.066
P2 1.076 1.769 -2.238
H1 -4.268 2.090 1.343
H2 -1.397 4.658 -0.450
H3 -3.591 4.403 0.685
H4 0.195 3.825 -1.745
H5 1.225 3.327 -0.460
H6 -3.202 -1.594 -1.220
H7 -3.695 -0.258 1.636
H8 0.483 -3.315 -4.978
O1 -2.423 -1.154 -1.512
H9 -2.672 -0.771 -2.325
H10 0.408 0.588 -1.502
O2 0.080 -2.525 -4.585
H11 -0.761 -2.873 -4.218
C8 0.371 1.777 -3.888
H12 0.701 2.610 -4.497
H13 0.655 0.829 -4.355
H14 -0.722 1.777 -3.832
C9 2.852 1.686 -2.326
H15 3.159 0.704 -2.701
H16 3.251 2.437 -3.010
H17 3.339 1.829 -1.356
C10 -1.074 -0.310 3.668
H18 -2.035 -0.277 4.208
H19 -0.336 -0.818 4.287
H20 -0.765 0.735 3.517
C11 -1.986 -2.775 2.256
H21 -1.132 -3.414 2.525
H22 -2.743 -2.863 3.043
H23 -2.397 -3.170 1.318
C12 3.075 -1.349 1.319
O3 1.891 -0.960 0.558
C13 1.706 0.471 0.474
O4 2.567 1.231 0.871
H24 2.960 -1.044 2.367
H25 3.984 -0.933 0.871
H26 3.077 -2.425 1.238

***

Record 2
This record from OMol25 describes a structure of composition C13H26O4Si4. The level of theory is the ωB97M-V functional and the def2-TZVPD basis.

Computed properties:
LUMO   0.665 eV
ΔE to the lowest compared entry with this formula, charge and spin   6.3 kJ/mol
M   358.7 g/mol
HOMO level   -9.29 eV
Gap between HOMO and LUMO   10.0 eV

Cartesian coordinates (Å):
O1 0.861 -1.231 -0.530
O2 -0.364 0.805 0.882
O3 -0.675 0.319 -2.605
O4 -2.539 0.582 -0.593
C1 2.950 -1.578 4.326
C2 2.715 -2.427 3.278
C3 2.647 -0.231 4.271
C4 2.189 -1.886 2.082
C5 2.072 0.273 3.142
C6 1.867 -0.549 2.017
C7 2.095 1.313 -0.458
C8 1.998 -0.579 -3.120
C9 -0.154 -2.526 -2.822
C10 -2.886 1.543 2.175
C11 -2.046 -1.358 1.592
C12 -1.163 2.968 -1.839
C13 -3.303 1.355 -3.168
Si1 0.991 0.105 0.467
Si2 0.431 -0.894 -2.179
Si3 -1.997 0.385 1.023
Si4 -1.878 1.236 -1.988
H1 3.305 -1.983 5.259
H2 2.758 -3.487 3.322
H3 2.819 0.393 5.139
H4 2.021 -2.515 1.255
H5 1.784 1.308 3.078
H6 2.653 1.963 0.206
H7 1.451 1.762 -1.250
H8 2.746 0.675 -1.067
H9 2.883 -1.018 -2.622
H10 2.037 -1.165 -3.996
H11 2.201 0.469 -3.404
H12 -1.230 -2.478 -2.462
H13 0.350 -3.227 -2.075
H14 -0.121 -2.647 -3.878
H15 -3.735 2.075 1.679
H16 -2.180 2.281 2.580
H17 -3.363 1.033 3.006
H18 -2.014 -1.996 0.673
H19 -2.909 -1.606 2.076
H20 -1.198 -1.628 2.134
H21 -0.150 3.088 -2.007
H22 -1.621 3.724 -2.548
H23 -1.493 3.304 -0.905
H24 -3.327 0.480 -3.827
H25 -4.146 1.281 -2.555
H26 -3.332 2.287 -3.765

***

Record 3
This record from OMol25 describes a cluster of 3 separate species, C13H26O8P in total. The level of theory is the ωB97M-V functional and the def2-TZVPD basis.

Computed properties:
LUMO   -3.099 eV
Total charge   +1
M   341.3 g/mol
HOMO level   -12.48 eV
Gap between HOMO and LUMO   9.4 eV

Cartesian coordinates (Å):
C1 1.035 1.860 0.613
C2 -0.032 0.796 -0.113
O1 -1.192 0.565 0.769
C3 -2.367 0.133 -0.004
C4 -3.623 1.236 0.042
O2 -3.402 2.404 -0.825
C5 -2.530 3.411 -0.199
P1 -1.307 3.991 -1.600
H1 1.181 1.565 1.736
H2 0.599 2.967 0.613
H3 2.070 1.828 0.026
H4 -0.301 1.285 -1.150
H5 0.500 -0.266 -0.235
H6 -2.808 -0.848 0.500
H7 -2.154 -0.122 -1.129
H8 -3.942 1.502 1.149
H9 -4.555 0.654 -0.423
H10 -3.113 4.406 0.105
H11 -1.976 3.055 0.769
H12 -1.166 5.429 -1.648
H13 0.023 3.447 -1.444
H14 -1.779 3.508 -2.905
C6 -3.886 -5.541 -0.903
C7 -3.412 -4.105 -0.999
C8 -3.783 -3.438 -2.289
O3 -2.760 -2.471 -2.441
C9 -1.665 -2.961 -1.786
O4 -0.541 -2.497 -1.876
O5 -1.996 -4.044 -1.019
H15 -4.973 -5.610 -1.007
H16 -3.416 -6.164 -1.672
H17 -3.599 -5.970 0.063
H18 -3.765 -3.531 -0.134
H19 -4.765 -2.957 -2.241
H20 -3.757 -4.110 -3.153
C10 7.211 0.359 2.209
C11 5.862 1.041 2.317
C12 4.705 0.122 2.064
O6 3.713 1.004 1.572
C13 4.376 2.045 0.988
O7 3.851 2.890 0.282
O8 5.708 2.014 1.296
H21 7.294 -0.473 2.914
H22 7.384 -0.017 1.194
H23 8.014 1.074 2.416
H24 5.769 1.547 3.285
H25 4.363 -0.376 2.976
H26 4.907 -0.636 1.299

***

Record 4
This record from OMol25 describes a cluster of 7 separate species, C13H27Br12NO2 in total. The level of theory is the ωB97M-V functional and the def2-TZVPD basis.

Computed properties:
LUMO   0.081 eV
ΔE to the lowest compared entry with this formula, charge and spin   43.3 kJ/mol
M   1188.2 g/mol
HOMO level   -9.59 eV
SMILES   C[N+](=O)[O-].BrCCBr.BrCCBr.BrCCBr.BrCCBr.BrCCBr.BrCCBr
Gap between HOMO and LUMO   9.7 eV

Cartesian coordinates (Å):
Br1 3.091 3.782 5.966
C1 2.250 3.797 4.117
C2 2.775 2.683 3.231
Br2 1.908 0.955 3.786
H1 2.545 4.732 3.640
H2 1.166 3.854 4.209
H3 3.861 2.646 3.147
H4 2.420 2.796 2.206
Br3 2.928 0.277 -2.069
C3 1.775 0.024 -3.729
C4 2.470 -0.951 -4.754
Br4 2.117 -2.875 -4.237
H5 1.784 1.026 -4.158
H6 0.754 -0.226 -3.439
H7 3.547 -0.814 -4.655
H8 2.224 -0.782 -5.803
Br5 4.519 -1.142 1.096
C5 2.889 -2.206 0.786
C6 3.264 -3.161 -0.272
Br6 4.470 -4.601 0.437
H9 2.183 -1.452 0.439
H10 2.477 -2.636 1.699
H11 3.677 -2.603 -1.112
H12 2.378 -3.691 -0.622
Br7 -4.034 -5.001 -2.034
C7 -5.111 -4.281 -0.430
C8 -4.258 -3.410 0.518
Br8 -3.945 -1.697 -0.543
H13 -5.526 -5.129 0.115
H14 -5.965 -3.675 -0.734
H15 -3.288 -3.880 0.681
H16 -4.566 -3.158 1.533
Br9 0.206 6.282 1.485
C9 -0.988 6.210 3.068
C10 -2.211 5.306 2.741
Br10 -1.636 3.416 2.438
H17 -1.298 7.248 3.184
H18 -0.318 5.924 3.879
H19 -2.671 5.617 1.803
H20 -2.921 5.201 3.562
Br11 -0.730 -0.828 1.580
C11 -0.268 0.631 0.346
C12 -1.510 1.093 -0.584
Br12 -0.681 2.304 -1.910
H21 0.615 0.258 -0.173
H22 0.043 1.477 0.959
H23 -2.207 1.610 0.075
H24 -1.882 0.333 -1.271
C13 -1.256 -3.632 -3.163
N1 -1.133 -2.249 -2.495
O1 -1.359 -1.336 -3.263
O2 -0.687 -2.246 -1.391
H25 -1.335 -4.312 -2.315
H26 -0.402 -3.896 -3.786
H27 -2.150 -3.612 -3.785

***

Record 5
This record from OMol25 describes a cluster of 5 separate species, C13H27Br2O21PS4 in total. The level of theory is the ωB97M-V functional and the def2-TZVPD basis.

Computed properties:
LUMO   0.036 eV
ΔE to the lowest compared entry with this formula, charge and spin   0.0 kJ/mol
M   838.4 g/mol
HOMO level   -10.46 eV
SMILES   COCO[P@@](=O)(O)O[C@@H](Br)[C@@H](C)Br.O=S1(=O)OCCO1.O=S1(=O)OCCO1.O=S1(=O)OCCO1.O=S1(=O)OCCO1
Gap between HOMO and LUMO   10.5 eV

Cartesian coordinates (Å):
C1 -4.174 -5.144 0.374
O1 -4.144 -4.663 -0.964
C2 -4.110 -3.297 -1.062
O2 -2.821 -2.832 -0.593
P1 -2.437 -1.329 -0.882
O3 -2.984 -0.783 -2.123
O4 -2.855 -0.449 0.388
O5 -0.848 -1.384 -0.833
C3 -0.103 -0.412 -0.135
Br1 -0.013 -0.911 1.768
C4 1.335 -0.423 -0.686
C5 1.428 -0.794 -2.155
Br2 2.052 1.369 -0.385
H1 -5.195 -5.168 0.766
H2 -3.545 -4.552 1.042
H3 -3.780 -6.158 0.361
H4 -4.209 -3.042 -2.116
H5 -4.918 -2.813 -0.498
H6 -3.823 -0.403 0.417
H7 -0.549 0.577 -0.185
H8 1.931 -1.093 -0.076
H9 2.481 -0.783 -2.424
H10 0.889 -0.069 -2.764
H11 1.073 -1.802 -2.333
C6 -0.165 2.718 3.804
C7 0.528 3.666 2.849
O6 1.345 4.485 3.707
S1 1.855 3.627 4.944
O7 3.170 3.154 4.701
O8 1.551 4.338 6.138
O9 0.841 2.407 4.783
H12 -1.003 3.197 4.313
H13 -0.501 1.809 3.316
H14 -0.164 4.291 2.293
H15 1.180 3.133 2.154
C8 1.465 3.070 8.866
C9 2.914 2.674 9.041
O10 3.115 2.708 10.463
S2 1.772 2.277 11.211
O11 1.839 0.902 11.558
O12 1.470 3.263 12.186
O13 0.789 2.431 9.964
H16 1.329 4.148 8.955
H17 1.048 2.731 7.925
H18 3.601 3.358 8.550
H19 3.100 1.657 8.691
C10 0.417 -3.243 -6.933
C11 0.098 -4.130 -5.749
O14 1.382 -4.398 -5.169
S3 2.335 -3.127 -5.357
O15 2.318 -2.367 -4.156
O16 3.558 -3.559 -5.929
O17 1.463 -2.381 -6.464
H20 0.794 -3.823 -7.778
H21 -0.432 -2.643 -7.251
H22 -0.379 -5.063 -6.034
H23 -0.519 -3.611 -5.012
C12 -0.072 2.824 -6.232
C13 -1.021 2.014 -7.091
O18 -0.445 0.701 -7.102
S4 0.279 0.413 -5.701
O19 -0.602 -0.325 -4.866
O20 1.586 -0.055 -5.968
O21 0.312 1.924 -5.184
H24 0.824 3.115 -6.784
H25 -0.540 3.707 -5.805
H26 -1.100 2.391 -8.107
H27 -2.015 1.953 -6.644